Entry 1:
C14H45AlBN6O4P2 | ωB97M-V with the def2-TZVPD basis set

Last column: Löwdin charge in e.
Positions of all 73 atoms, in Å:
C (8.60624, -1.66915, 2.51083)  -0.1005
C (8.20310, -1.07867, 1.16336)  -0.2944
O (7.22477, -0.05685, 1.20187)  -0.0622
B (6.18379, -0.23965, 2.14354)  -0.7335
O (6.24090, 0.67392, 3.23078)  0.0101
Al (4.63347, -1.72581, 2.07833)  0.2447
H (9.57355, -2.16996, 2.36517)  0.0688
H (8.78110, -0.90563, 3.27133)  0.0736
H (7.92780, -2.45072, 2.85970)  0.0668
H (7.93148, -1.87703, 0.45857)  0.1153
H (9.10548, -0.61707, 0.74279)  0.1059
H (6.72303, 0.22045, 3.92833)  0.0613
H (4.31237, -2.28645, 0.58602)  -0.1619
H (4.92206, -2.95596, 3.12530)  -0.1565
H (3.28377, -1.01272, 2.61811)  -0.1393
O (-0.17928, -0.34308, 2.48042)  -0.2741
P (-0.93396, 0.69882, 3.22162)  0.6438
N (-1.71921, 1.52119, 1.93128)  -0.2972
C (-2.15684, 2.89875, 1.91398)  -0.1365
C (-2.51151, 0.67363, 1.04719)  -0.1378
N (0.35548, 1.61355, 3.86442)  -0.3296
C (0.44802, 3.05280, 3.76278)  -0.1536
C (1.69711, 1.01393, 3.82748)  -0.1410
N (-2.00265, 1.24907, 4.47967)  -0.2798
C (-1.54268, 0.90941, 5.84583)  -0.1314
C (-3.36660, 0.68746, 4.35690)  -0.1393
H (-2.99304, 3.11664, 2.59789)  0.0746
H (-2.48949, 3.16017, 0.90745)  0.0780
H (-1.34852, 3.58936, 2.13491)  0.0462
H (-3.49354, 0.41228, 1.47148)  0.0649
H (-1.98701, -0.25646, 0.83381)  0.0697
H (-2.67961, 1.16081, 0.08623)  0.0671
H (0.73758, 3.37756, 2.75411)  0.0834
H (1.20287, 3.42726, 4.46050)  0.0753
H (-0.48611, 3.53814, 4.05119)  0.0651
H (2.17220, 1.10194, 2.84874)  0.0672
H (1.67377, -0.03667, 4.09410)  0.0500
H (2.33472, 1.50999, 4.56489)  0.0790
H (-1.41266, -0.16893, 5.98353)  0.0854
H (-2.27523, 1.26516, 6.57318)  0.0735
H (-0.60208, 1.39870, 6.07660)  0.0703
H (-3.36706, -0.40654, 4.31603)  0.0865
H (-3.86717, 1.06395, 3.46577)  0.0540
H (-3.97493, 0.99876, 5.20621)  0.0748
O (-2.96262, -0.04737, -2.48521)  -0.2878
P (-2.64454, -0.74820, -3.75808)  0.6459
N (-0.99510, -0.35222, -3.96135)  -0.2997
C (-0.26766, -0.26746, -5.21052)  -0.1303
C (-0.12337, -0.69601, -2.83317)  -0.1117
N (-3.63431, 0.15122, -4.83980)  -0.3293
C (-3.16984, 0.71232, -6.08975)  -0.1482
C (-4.64794, 1.00895, -4.24245)  -0.1419
N (-2.66620, -2.11822, -4.81718)  -0.2763
C (-4.02185, -2.65318, -5.08727)  -0.1292
C (-1.87502, -3.25767, -4.29085)  -0.1248
H (-0.12954, -1.23361, -5.71868)  0.0784
H (0.72625, 0.13968, -5.02128)  0.0820
H (-0.72864, 0.42236, -5.91045)  0.0447
H (0.14131, -1.76061, -2.80852)  0.0719
H (-0.60348, -0.45267, -1.88675)  0.0701
H (0.80087, -0.12063, -2.87184)  0.0845
H (-2.54884, 1.60484, -5.93645)  0.0834
H (-4.02430, 1.00378, -6.70855)  0.0754
H (-2.61887, -0.02175, -6.67694)  0.0695
H (-4.23107, 1.95586, -3.87763)  0.0842
H (-5.13973, 0.51223, -3.41084)  0.0684
H (-5.42090, 1.23396, -4.98317)  0.0746
H (-4.53907, -2.95269, -4.17036)  0.0851
H (-3.94307, -3.52428, -5.73909)  0.0766
H (-4.63716, -1.92455, -5.60546)  0.0683
H (-2.18855, -3.55566, -3.28658)  0.0904
H (-0.81353, -3.01802, -4.26167)  0.0602
H (-1.97873, -4.11680, -4.95229)  0.0786

As for the charge: -1. The calculation puts the largest force on an atom at 5.95 eV/A. Its HOMO energy is -3.827 eV. The value obtained for the LUMO energy is 0.0778 Eh.

---

Entry 2:
C3H5NO2S | ωB97M-V with the def2-TZVPD basis set

Last column: natural (NBO) charge in e.
Positions of all 12 atoms, in Å:
C (-0.48605, -1.18416, -0.35926)  -0.4457
N (0.32399, -0.04262, -0.16441)  -0.1294
C (1.66639, 0.11610, -0.28945)  -0.0827
S (2.78446, -1.04663, -0.54298)  -0.1062
O (-0.47546, 1.07133, -0.31310)  -0.3532
C (-1.12641, 1.35808, 0.83426)  0.6238
O (-0.74876, 0.96090, 1.92572)  -0.5421
H (0.18651, -2.04766, -0.62259)  0.2487
H (-1.00235, -1.40592, 0.48309)  0.2116
H (-1.12739, -1.17729, -1.25976)  0.2143
H (1.89195, 1.22026, -0.27115)  0.2119
H (-1.88688, 2.17759, 0.57961)  0.1491

The calculation puts the energy relative to the best compared isomer or geometry (same formula, charge and spin) at 60.9 kcal per mole. The calculation puts the largest force on an atom at 4.78 eV/A. Its HOMO energy is -8.780 eV. The value obtained for the LUMO energy is 0.0181 Eh. The SMILES is CN(C=S)OC=O.

---

Entry 3:
C5H14 | ωB97M-V with the def2-TZVPD basis set

Last column: natural (NBO) charge in e.
Positions of all 19 atoms, in Å:
C (1.82646, 1.45079, -0.08806)  -0.6023
C (1.40998, 0.01848, 0.23039)  -0.4083
C (2.38270, -0.95614, 0.69622)  -0.6129
H (2.85071, 1.47841, -0.56863)  0.2017
H (1.75606, 2.03644, 0.79998)  0.2041
H (1.05009, 1.74861, -0.75391)  0.2125
H (0.52492, 0.13070, 0.90228)  0.1983
H (0.93787, -0.49416, -0.67840)  0.1872
H (3.35576, -0.31862, 0.96930)  0.1910
H (2.18629, -1.39083, 1.69013)  0.2148
H (2.64762, -1.75872, 0.00351)  0.2143
C (-2.63792, 0.47174, -0.19475)  -0.6239
C (-2.64386, -0.96268, -0.63099)  -0.6515
H (-3.66340, 0.75913, 0.19772)  0.2033
H (-1.90724, 0.74929, 0.62048)  0.2058
H (-2.42823, 1.20519, -1.01966)  0.2115
H (-2.03428, -1.72447, -0.08966)  0.2162
H (-1.93200, -1.28033, -1.59424)  0.2147
H (-3.68152, -1.16283, -0.49171)  0.2235

The calculation puts the energy relative to the best compared isomer or geometry (same formula, charge and spin) at 45.0 kcal per mole. The calculation puts the largest force on an atom at 4.95 eV/A. Its HOMO energy is -10.757 eV. The value obtained for the LUMO energy is 0.0389 Eh. The SMILES is CCC.CC.

---

Entry 4:
C9H22ClI2N3OPRh | ωB97M-V with the def2-TZVPD basis set

Last column: natural (NBO) charge in e.
Positions of all 40 atoms, in Å:
I (-1.41368, 1.03114, -4.08030)  0.3955
I (1.32270, 0.26694, -4.81394)  0.2943
Rh (0.00365, -1.30785, 0.32754)  0.6064
P (-0.26169, -3.49930, 0.86352)  1.1391
C (-0.30465, -4.54629, -0.54973)  -1.0096
C (1.04340, -4.34168, 1.87434)  -0.9236
H (-1.95362, -3.55344, 2.70267)  0.2750
H (-1.71771, -5.13006, 1.83183)  0.2527
H (-2.71148, -3.83142, 1.07407)  0.2525
C (-1.84072, -4.04771, 1.72171)  -0.9086
H (1.11557, -3.88503, 2.88151)  0.2784
H (0.74974, -5.37847, 1.92218)  0.2546
H (-0.41302, -5.60791, -0.15465)  0.2679
H (0.64273, -4.44694, -1.10798)  0.2564
H (2.02036, -4.23815, 1.35272)  0.2556
H (-1.17093, -4.29354, -1.18803)  0.2581
C (0.01620, -1.39130, -1.48520)  0.5414
O (-0.27243, -1.52754, -2.59326)  -0.4461
Cl (-0.14985, -1.20211, 2.66480)  -0.5047
C (-0.40143, 2.88208, 2.25784)  -0.4240
N (-0.11354, 3.14845, 0.85646)  -0.4156
C (-0.60816, 4.38467, 0.27614)  -0.4124
C (0.25589, 2.04634, 0.04395)  0.6269
N (0.09950, 0.88194, 0.49811)  -0.8404
N (0.87670, 2.37755, -1.15630)  -0.3436
C (1.82740, 3.44998, -1.13999)  -0.4256
C (0.40368, 1.97301, -2.49613)  -0.4265
H (-0.46419, 3.83592, 2.77746)  0.2494
H (0.38204, 2.23524, 2.67862)  0.2279
H (-1.34573, 2.32156, 2.29753)  0.1986
H (0.23699, 5.09932, 0.06384)  0.2144
H (-1.14075, 4.17693, -0.67398)  0.1979
H (-1.31196, 4.76322, 1.00206)  0.2418
H (-0.37205, 0.87152, 1.45224)  0.4307
H (2.76735, 2.95623, -1.51011)  0.2374
H (1.48579, 4.21542, -1.92237)  0.2232
H (1.98121, 3.85055, -0.14575)  0.2580
H (1.15342, 1.26374, -3.19067)  0.1634
H (-0.46385, 1.30828, -2.18151)  0.2175
H (0.04711, 2.88872, -3.03123)  0.2659

As for the charge: +2. The calculation puts the energy relative to the best compared isomer or geometry (same formula, charge and spin) at 29.3 kcal per mole. The spin multiplicity is 5. The calculation puts the largest force on an atom at 4.29 eV/A. Its HOMO energy (spin up / spin down) is -15.212 / -15.172 eV. The value obtained for the LUMO energy (spin up / spin down) is -0.2405 / -0.3788 Eh. The expectation value of S² is 6.0194.

---

Entry 5:
C22H46NO8 | ωB97M-V with the def2-TZVPD basis set

Last column: Löwdin charge in e.
Positions of all 77 atoms, in Å:
O (-1.07967, -3.39527, 1.31811)  -0.0685
C (-1.26753, -2.00359, 1.08542)  -0.2927
C (-2.59251, -1.67338, 0.40645)  -0.1981
C (-3.73662, -1.25392, 1.34324)  -0.2230
C (-5.11981, -1.93267, 1.15371)  -0.4627
N (-5.36569, -3.21009, 1.70788)  -0.2287
O (-4.43889, -4.12477, 0.96599)  -0.2780
H (-0.12627, -3.51209, 1.37167)  0.0352
H (-1.20815, -1.45839, 2.04092)  0.0995
H (-0.43850, -1.65465, 0.45271)  0.0909
H (-2.37293, -0.86905, -0.30098)  0.0757
H (-2.89007, -2.55162, -0.16841)  0.1004
H (-3.89723, -0.17363, 1.21111)  0.0793
H (-3.44794, -1.41881, 2.38723)  0.0909
H (-5.34409, -1.85899, 0.04938)  0.0826
H (-5.84899, -1.27615, 1.65341)  0.0724
H (-4.90184, -4.31188, 0.13765)  0.0114
C (3.36614, -4.94656, -0.20755)  -0.0231
C (2.81800, -3.53861, -0.19454)  -0.4835
O (1.95998, -3.19988, 0.58408)  0.0715
C (3.38816, -2.56935, -1.20212)  -0.0140
H (2.87328, -5.54015, 0.55820)  0.0822
H (3.20011, -5.40123, -1.18575)  0.0832
H (4.44288, -4.92975, -0.02773)  0.0804
H (3.21741, -2.94262, -2.21394)  0.0859
H (4.46720, -2.47589, -1.06153)  0.0856
H (2.92064, -1.59374, -1.08320)  0.0573
C (0.85931, 2.11614, 0.58662)  -0.0098
C (1.78824, 0.92958, 0.52071)  -0.4869
O (2.42215, 0.66720, -0.47766)  0.0518
C (1.87874, 0.08266, 1.76454)  -0.0122
H (0.88060, 2.65310, -0.35886)  0.0826
H (-0.15806, 1.77791, 0.79457)  0.0903
H (1.17544, 2.79052, 1.38394)  0.0601
H (0.88913, -0.29888, 2.02247)  0.0721
H (2.24747, 0.67212, 2.60722)  0.0800
H (2.54518, -0.75739, 1.58312)  0.0687
C (-2.69607, -0.17168, -4.96418)  -0.0312
C (-2.64379, 0.23150, -3.50842)  -0.5027
O (-3.46211, -0.15223, -2.71176)  0.0770
C (-1.49431, 1.12578, -3.09538)  -0.0227
H (-3.56006, -0.81312, -5.12462)  0.0810
H (-2.77167, 0.71204, -5.60131)  0.0830
H (-1.78564, -0.70072, -5.24982)  0.0600
H (-1.52224, 2.06097, -3.65889)  0.0792
H (-0.54215, 0.63762, -3.31172)  0.0844
H (-1.56230, 1.33482, -2.03046)  0.0719
C (-1.80997, -3.59436, -7.23152)  -0.0191
C (-1.23859, -2.41465, -7.98016)  -0.5001
O (-0.87421, -1.41586, -7.40752)  0.0638
C (-1.15034, -2.54442, -9.48328)  -0.0277
H (-1.82715, -3.38533, -6.16511)  0.0823
H (-2.82414, -3.80175, -7.57789)  0.0869
H (-1.20852, -4.48554, -7.42089)  0.0842
H (-2.14326, -2.71815, -9.90191)  0.0831
H (-0.52646, -3.40005, -9.74827)  0.0821
H (-0.72753, -1.63710, -9.90694)  0.0789
C (0.33848, 6.98919, 2.39758)  -0.0259
C (1.27908, 5.80966, 2.31371)  -0.5067
O (1.91546, 5.58067, 1.31155)  0.0633
C (1.38451, 4.93585, 3.53815)  -0.0345
H (0.34948, 7.53443, 1.45727)  0.0790
H (-0.67498, 6.64419, 2.60977)  0.0858
H (0.64012, 7.65166, 3.21112)  0.0818
H (0.41035, 4.51723, 3.79507)  0.0944
H (1.73086, 5.51518, 4.39527)  0.0828
H (2.08369, 4.12570, 3.34533)  0.0668
C (4.04643, 3.06728, 6.15252)  -0.0198
C (2.81433, 3.09101, 7.02667)  -0.5023
O (1.73989, 3.44300, 6.60319)  0.0709
C (2.99532, 2.64375, 8.45803)  -0.0261
H (3.79638, 3.40570, 5.15035)  0.0677
H (4.81899, 3.71229, 6.57555)  0.0844
H (4.45144, 2.05488, 6.10540)  0.0866
H (3.73212, 3.27556, 8.95782)  0.0822
H (3.36761, 1.61813, 8.48420)  0.0849
H (2.04571, 2.70058, 8.98342)  0.0812

As for the charge: -1. The calculation puts the energy relative to the best compared isomer or geometry (same formula, charge and spin) at 1.7 kcal per mole. The calculation puts the largest force on an atom at 0.29 eV/A. Its HOMO energy is -0.802 eV. The value obtained for the LUMO energy is 0.0709 Eh.

---

Entry 6:
C3H6O3 | ωB97M-V with the def2-TZVPD basis set

Last column: natural (NBO) charge in e.
Positions of all 12 atoms, in Å:
C (-1.15680, 1.47896, 0.93210)  -0.7212
C (0.22494, 0.94654, 1.12149)  0.4459
O (0.49463, -0.22352, 1.24195)  -0.5494
H (-1.28399, 2.20103, 1.74335)  0.2371
H (-1.13229, 2.12729, 0.05518)  0.2410
H (-1.92239, 0.71705, 0.93646)  0.2415
H (1.04949, 1.67491, 1.28333)  0.1133
O (1.21447, -2.92733, -0.96025)  -0.5661
C (0.65095, -2.13944, -1.66091)  0.6462
O (0.81663, -0.80606, -1.59283)  -0.7034
H (-0.09757, -2.42615, -2.40634)  0.1089
H (1.14194, -0.62327, -0.69353)  0.5064

The calculation puts the energy relative to the best compared isomer or geometry (same formula, charge and spin) at 24.3 kcal per mole. The calculation puts the largest force on an atom at 1.25 eV/A. Its HOMO energy is -10.430 eV. The value obtained for the LUMO energy is 0.0305 Eh. The SMILES is CC=O.O=CO.

---

Values of total energy, in order: -2139.9216 -720.6495 -198.8174 -2102.3888 -1522.3988 -343.6158, all in hartree.